Formula: C20H21FO3
Source: OMol25
Level of theory: wB97M-V/def2-TZVPD

Geometry as ORCA input:
```
! RIJCOSX wB97M-V def2-TZVPD def2/J DEFGRID3
* xyz 0 1
C 2.390 -4.418 0.847
C 0.963 -3.983 0.638
O 1.030 -2.842 -0.251
C -0.185 -2.314 -0.560
C -0.093 -1.227 -1.581
C 1.202 -0.878 -2.174
C -1.362 -0.626 -1.930
C -1.437 0.378 -3.072
O -2.410 -0.881 -1.318
O -1.211 -2.707 -0.036
H 2.462 -5.247 1.550
H 2.835 -4.748 -0.097
H 2.997 -3.596 1.236
H 0.362 -4.776 0.173
H 0.484 -3.686 1.580
H 1.978 -1.535 -1.761
H 1.190 -1.011 -3.267
H 1.493 0.163 -1.954
H -0.476 0.618 -3.537
H -2.126 -0.016 -3.836
H -1.901 1.298 -2.688
F 1.680 5.473 -2.300
C 1.346 4.421 -1.493
C 2.293 3.425 -1.269
C 1.925 2.351 -0.478
C 0.625 2.243 0.116
C 0.360 1.051 0.855
C -0.750 0.669 1.661
C -0.587 -0.498 2.470
C -1.583 -0.947 3.319
C -2.795 -0.249 3.403
C -2.994 0.896 2.624
C -2.005 1.337 1.753
C -0.264 3.339 -0.098
C 0.071 4.397 -0.930
H 3.287 3.486 -1.715
H 2.650 1.562 -0.276
H 1.193 0.337 0.880
H 0.363 -1.029 2.424
H -1.423 -1.839 3.926
H -3.575 -0.591 4.074
H -3.930 1.452 2.694
H -2.208 2.193 1.126
H -1.224 3.357 0.399
H -0.641 5.197 -1.128
*
```

E	-29937.719	eV
E_LUMO	-2.44	eV
HOMO-LUMO gap	4.182	eV